Computed, not measured: a structure of composition C30H28CaN5O2Se2 at a distorted geometry, with ωB97M-V with the def2-TZVPD basis set.

Geometry (Å):
Ca  0.478  -0.259  -0.159
O  1.075  2.560  -2.515
C  0.616  2.221  -1.410
N  1.197  1.837  -0.280
C  2.606  1.744  -0.087
C  3.532  2.588  -0.693
C  4.886  2.502  -0.377
C  5.318  1.573  0.558
C  4.413  0.715  1.175
C  3.053  0.762  0.855
N  2.073  -0.141  1.293
C  2.242  -1.140  2.157
O  3.164  -1.394  2.934
C  1.044  -2.129  2.129
C  1.168  -3.338  2.795
C  0.116  -4.233  2.774
C  -1.047  -3.902  2.092
C  -1.097  -2.685  1.444
N  -0.084  -1.807  1.454
C  -0.926  2.172  -1.300
C  -1.684  3.122  -1.971
C  -3.061  3.023  -1.945
C  -3.653  1.961  -1.273
C  -2.832  1.051  -0.642
N  -1.496  1.149  -0.633
H  3.176  3.312  -1.411
H  5.596  3.163  -0.861
H  6.372  1.505  0.811
H  4.741  -0.007  1.909
H  2.102  -3.542  3.300
H  0.203  -5.187  3.281
H  -1.895  -4.573  2.057
H  -1.981  -2.392  0.887
H  -1.168  3.897  -2.522
H  -3.673  3.754  -2.459
H  -4.728  1.835  -1.245
H  -3.254  0.197  -0.127
C  -2.187  -3.850  -2.624
Se  -2.564  -1.998  -2.194
C  -2.541  -1.343  -4.035
C  -1.147  -1.207  -4.636
Se  -0.302  0.385  -3.929
C  1.430  0.129  -4.757
H  -2.983  -4.263  -3.240
H  -2.140  -4.386  -1.678
H  -1.226  -3.937  -3.125
H  -3.046  -0.379  -3.990
H  -3.168  -2.019  -4.609
H  -1.206  -1.121  -5.721
H  -0.526  -2.072  -4.400
H  1.322  0.050  -5.835
H  1.908  -0.758  -4.346
H  2.010  1.013  -4.495
C  1.745  -1.757  -1.698
C  2.191  -2.871  -0.946
C  3.404  -2.872  -0.194
C  3.809  -3.962  0.539
C  3.043  -5.138  0.589
C  1.835  -5.161  -0.121
C  1.419  -4.072  -0.846
C  3.478  -6.296  1.332
N  3.824  -7.225  1.923
H  1.012  -1.975  -2.476
H  2.506  -1.030  -1.989
H  4.011  -1.973  -0.195
H  4.733  -3.915  1.104
H  1.222  -6.056  -0.081
H  0.473  -4.110  -1.365

Summary:
- orbital gap (eV) = 5.7
- LUMO (eV) = 1.943
- charge = -1

These are the natural (NBO) partial charges, in e, on atoms 1 to 2: Ca 1.723; O -0.714

=====

Computed, not measured: a structure of composition C30H28Cl2N10OTi at a distorted geometry, with ωB97M-V with the def2-TZVPD basis set.

Geometry (Å):
Ti  -0.147  -0.478  -0.354
C  -4.987  0.122  -3.614
C  -4.917  0.938  -2.459
C  -4.018  0.744  -1.460
C  -3.066  -0.307  -1.575
C  -3.149  -1.167  -2.712
C  -4.141  -1.029  -3.664
N  -2.228  -0.528  -0.498
C  -2.825  -0.611  0.777
C  -4.222  -0.777  1.060
C  -4.714  -0.737  2.341
C  -3.881  -0.510  3.422
C  -2.515  -0.386  3.195
C  -1.956  -0.424  1.900
N  -0.573  -0.261  1.581
N  0.162  -0.498  2.658
C  1.081  0.437  2.954
C  1.808  0.294  4.247
C  2.875  1.106  4.406
C  3.138  2.188  3.585
C  2.293  2.275  2.453
N  1.363  1.383  2.093
H  -5.780  0.265  -4.373
H  -5.688  1.746  -2.384
H  -4.143  1.211  -0.494
H  -2.432  -1.962  -2.865
H  -4.376  -1.762  -4.429
H  -4.926  -0.663  0.260
H  -5.768  -1.009  2.482
H  -4.190  -0.440  4.483
H  -1.850  -0.318  4.063
H  1.501  -0.393  5.064
H  3.594  0.927  5.210
H  3.788  3.009  3.899
H  2.479  2.996  1.662
C  4.735  -2.943  0.524
N  4.008  -1.724  0.552
C  4.694  -0.452  0.744
C  2.679  -1.720  0.315
N  1.949  -0.642  0.155
N  2.019  -2.961  0.447
C  0.777  -3.375  0.221
N  0.455  -4.645  0.562
N  -0.119  -2.590  -0.301
H  4.392  -3.717  1.191
H  5.756  -2.782  0.844
H  4.800  -3.453  -0.448
H  5.307  -0.100  -0.157
H  5.393  -0.564  1.584
H  3.942  0.346  0.918
H  2.464  0.242  0.166
H  2.655  -3.673  0.809
H  1.079  -5.345  0.912
H  -0.474  -4.986  0.336
H  -1.050  -3.065  -0.339
Cl  1.574  -0.477  -5.029
C  1.097  0.848  -4.065
C  1.284  2.102  -4.645
C  1.009  3.283  -3.914
Cl  1.430  4.750  -4.659
C  0.391  3.129  -2.636
C  -0.013  4.220  -1.822
C  -0.487  4.027  -0.533
C  -0.575  2.728  -0.039
N  -0.162  1.672  -0.762
C  0.128  1.845  -2.126
C  0.469  0.619  -2.833
O  0.206  -0.551  -2.358
H  1.922  2.078  -5.572
H  0.132  5.226  -2.207
H  -0.627  4.802  0.212
H  -0.827  2.469  1.035

Summary:
- orbital gap (alpha / beta) (eV) = 5.9 / 6.0
- LUMO (alpha / beta) (eV) = -3.814 / -3.769
- multiplicity = 2
- energy relative to the best compared isomer or geometry (same formula, charge and spin) (kcal per mole) = 40.9
- <S²> = 1.2120
- charge = +1

These are the Mulliken partial charges, in e, on atoms 1 to 2: Ti -2.085; C -0.474